The following is a quantum chemistry calculation of a cluster of 2 separate species, C3H5O3 in total, from OMol25.

```
11
Properties=species:S:1:pos:R:3:forces:R:3
O -2.016 2.315 -0.933 0.13 0.05 0.03
C -1.919 1.180 -0.528 -0.03 0.17 -0.20
C -0.663 0.401 -0.333 -0.48 -0.78 0.27
H -2.864 0.637 -0.299 0.04 -0.04 0.06
H 0.056 0.826 0.365 0.11 0.24 -0.09
H -0.149 0.168 -1.263 0.13 0.33 -0.12
H -0.939 -0.574 0.078 0.13 0.05 0.06
O 1.841 -0.400 1.617 -0.20 -0.01 -0.06
C 2.104 -1.230 0.719 0.44 0.16 0.23
O 2.004 -1.123 -0.519 -0.15 -0.09 -0.12
H 2.545 -2.200 1.095 -0.12 -0.06 -0.07
```
Forces are in eV/Å.

Summary:
Max |F| = 0.950 eV Å⁻¹
Net charge = -1

***

The following is a quantum chemistry calculation of a structure of composition C40H34N6O2PS3Zr, from OMol25.

```
87
Properties=species:S:1:pos:R:3:forces:R:3
Zr -0.311 -1.120 -0.771 -0.06 0.00 -0.45
C -1.896 2.872 -4.420 -0.02 -0.04 -0.01
S -3.029 2.471 -3.082 0.00 -0.01 0.07
C -2.388 0.965 -2.462 0.00 -0.02 0.05
S -0.987 0.246 -3.097 0.05 -0.05 0.00
N -3.124 0.492 -1.473 -0.18 0.30 -0.09
N -2.654 -0.695 -1.017 0.34 -0.17 0.30
C -3.489 -1.476 -0.444 -0.07 0.07 -0.05
C -3.011 -2.775 0.003 0.04 -0.14 0.04
C -3.847 -3.706 0.599 -0.09 0.04 0.01
C -3.332 -4.944 0.945 0.02 -0.07 0.03
C -2.000 -5.218 0.681 -0.05 0.00 0.00
C -1.226 -4.230 0.098 0.00 0.04 -0.01
N -1.715 -3.035 -0.233 0.18 0.01 -0.05
H -2.263 3.811 -4.834 0.01 0.00 0.02
H -1.924 2.102 -5.187 0.00 0.00 -0.01
H -0.880 2.996 -4.055 0.00 0.00 0.01
H -4.532 -1.195 -0.329 -0.03 0.01 -0.08
H -4.884 -3.457 0.779 0.01 -0.01 0.00
H -3.966 -5.688 1.409 0.00 0.01 -0.01
H -1.559 -6.175 0.923 0.00 0.01 0.00
H -0.177 -4.390 -0.113 0.01 0.01 -0.02
S 1.966 -0.750 -2.102 0.01 0.01 0.06
C 1.395 -2.157 -2.927 -0.13 0.00 0.05
C 2.071 -2.829 -3.951 -0.01 -0.07 -0.06
C 1.462 -3.903 -4.556 0.05 0.02 -0.01
C 0.189 -4.309 -4.145 -0.01 -0.03 -0.03
C -0.413 -3.618 -3.125 -0.01 0.05 0.02
N 0.176 -2.573 -2.525 0.06 -0.10 0.20
H 3.051 -2.484 -4.251 0.00 0.01 0.00
H 1.965 -4.430 -5.356 0.00 0.01 0.01
H -0.317 -5.140 -4.616 0.00 0.00 0.01
H -1.399 -3.882 -2.766 -0.01 0.00 0.00
O 0.959 -2.283 0.321 0.00 0.28 -0.16
C 1.262 -2.795 1.497 -0.11 -0.04 0.09
C 2.284 -3.746 1.598 0.03 -0.03 -0.06
C 2.613 -4.299 2.817 0.00 -0.01 0.02
C 1.929 -3.924 3.973 0.01 -0.02 0.00
C 0.924 -2.986 3.886 -0.01 0.02 0.02
C 0.578 -2.403 2.661 0.03 0.02 -0.04
C -0.453 -1.376 2.578 -0.12 0.06 0.02
N -1.006 -0.861 1.485 0.00 0.09 -0.11
C -1.919 0.092 1.903 0.00 -0.10 -0.02
C -1.918 0.154 3.254 0.02 -0.02 0.02
N -0.990 -0.776 3.665 0.01 -0.01 0.06
H 2.805 -4.023 0.690 0.01 0.00 0.01
H 3.407 -5.033 2.876 0.00 0.00 -0.01
H 2.179 -4.367 4.927 0.00 0.00 0.00
H 0.387 -2.720 4.790 0.00 0.01 -0.01
H -2.494 0.672 1.202 0.02 -0.07 0.04
H -2.470 0.766 3.944 0.01 -0.01 0.00
H -0.720 -0.955 4.616 -0.01 0.00 -0.01
O -0.045 0.934 -0.316 0.11 -0.24 0.29
P 0.603 2.241 0.115 0.05 0.12 -0.06
C 2.153 1.949 0.964 -0.08 -0.04 -0.04
C 3.030 3.006 1.207 0.03 0.00 -0.02
C 4.215 2.774 1.883 0.02 -0.04 0.02
C 4.534 1.487 2.308 -0.04 0.03 -0.03
C 3.670 0.432 2.053 -0.01 -0.01 0.00
C 2.478 0.662 1.382 -0.06 -0.05 0.02
C -0.536 3.098 1.202 0.03 -0.03 0.00
C -0.130 3.658 2.410 -0.03 -0.01 -0.02
C -1.063 4.279 3.229 -0.03 0.00 0.00
C -2.395 4.340 2.843 0.04 -0.01 0.00
C -2.802 3.776 1.639 0.00 0.00 -0.02
C -1.878 3.152 0.819 0.01 0.10 0.03
C 0.963 3.285 -1.292 -0.11 -0.07 0.01
C 2.038 2.932 -2.110 -0.01 0.02 -0.05
C 2.295 3.660 -3.259 0.00 -0.02 0.02
C 1.489 4.743 -3.588 -0.02 0.01 0.02
C 0.424 5.099 -2.773 0.01 0.03 0.00
C 0.151 4.367 -1.626 0.10 0.06 -0.03
H 2.794 4.004 0.855 0.00 0.00 0.01
H 4.897 3.592 2.071 0.00 -0.01 0.00
H 5.466 1.308 2.828 0.00 0.01 0.00
H 3.922 -0.575 2.363 0.00 0.03 0.00
H 1.814 -0.167 1.165 0.05 0.06 0.03
H 0.905 3.602 2.721 -0.01 0.00 -0.01
H -0.748 4.713 4.168 -0.01 0.01 0.00
H -3.119 4.831 3.481 0.00 0.00 0.00
H -3.841 3.821 1.338 0.00 0.01 0.01
H -2.203 2.697 -0.110 0.00 0.00 -0.04
H 2.669 2.090 -1.853 -0.02 -0.01 -0.02
H 3.124 3.383 -3.896 -0.01 0.01 0.00
H 1.695 5.315 -4.484 0.00 0.00 0.01
H -0.198 5.947 -3.028 0.01 -0.01 -0.01
H -0.678 4.651 -0.994 -0.02 -0.01 0.01
```
Forces are in eV/Å.

Summary:
Max |F| = 0.490 eV Å⁻¹
Net charge = +1

***

Values for E, Eh, ordered as above
-343.0752; -3606.7882
Values for Kohn-Sham gap, hartree, ordered as above
0.291; 0.240